(1)
ORCA calculation (ωB97M-V/def2-TZVPD) on C28H44BrCl2N4O6P as an isolated structure at a distorted geometry.

Positions of all 86 atoms, in Å:
C (-1.33478, -4.69784, -3.32664)
C (-2.46792, -3.79894, -3.78865)
C (-3.99861, -3.91813, -3.14097)
P (-4.99382, -4.41986, -4.71872)
N (-4.05392, -4.34308, -6.06861)
C (-3.72454, -5.09920, -1.98958)
O (-3.77127, -6.43142, -2.11372)
O (-3.46118, -4.30036, -0.74651)
C (-3.95026, -2.90750, -0.64538)
C (-5.06606, -3.06412, 0.58821)
O (-4.55859, -3.91143, 1.70581)
C (-5.16275, -3.39101, 2.97727)
C (-2.97861, -1.74119, -0.02646)
C (-1.39853, -1.84885, -0.44841)
C (-0.45900, -3.19089, -0.40996)
C (1.13931, -3.13793, -0.82659)
C (1.87632, -1.74654, -1.28608)
C (0.95311, -0.36258, -1.33385)
C (1.67617, 1.05766, -1.75193)
C (-0.63616, -0.44108, -0.92753)
C (-4.55857, -2.70709, -2.19062)
Br (-3.66387, -1.09825, -3.07462)
C (-6.12709, -2.24165, -2.26549)
Cl (-6.46068, -0.39227, -2.44613)
C (-7.32891, -3.11197, -2.20463)
C (-8.89219, -2.52452, -2.29500)
Cl (-7.16292, -4.94116, -1.97136)
H (-0.28588, -4.29044, -2.97145)
H (-1.42977, -5.88680, -3.36573)
H (-2.18247, -3.06529, -4.67072)
H (-6.10912, -3.51329, -4.87586)
H (-5.48023, -5.78074, -4.60050)
H (-4.03415, -5.30662, -6.49406)
H (-5.19658, -1.96614, 1.01825)
H (-6.07080, -3.55135, 0.24406)
H (-6.17231, -2.79857, 2.78157)
H (-5.46310, -4.28177, 3.71277)
H (-4.42372, -2.68155, 3.56145)
H (-3.39000, -0.63231, -0.19002)
H (-3.00828, -1.88703, 1.15863)
H (-0.91001, -4.22663, -0.06053)
H (1.76911, -4.13585, -0.78406)
H (3.02787, -1.76067, -1.54732)
H (1.09025, 1.64371, -2.57777)
H (2.81468, 0.87955, -2.05389)
H (1.72996, 1.77195, -0.79754)
H (-1.26254, 0.57389, -0.97653)
H (-9.62077, -3.39544, -1.92692)
H (-9.18552, -2.25925, -3.39605)
H (-8.99425, -1.63912, -1.53425)
C (4.17494, 2.48620, 0.39338)
O (4.14202, 1.87155, -0.66506)
N (4.96969, 3.58123, 0.65829)
C (4.95013, 4.25447, 1.94036)
C (5.85308, 4.07567, -0.37732)
H (3.54297, 2.19431, 1.24809)
H (4.65675, 5.29696, 1.78805)
H (5.95239, 4.21433, 2.37636)
H (4.24191, 3.77861, 2.62452)
H (5.25608, 4.35583, -1.25029)
H (6.54526, 3.27865, -0.66489)
H (6.41674, 4.94275, -0.02265)
C (-1.16196, 3.63763, 0.83571)
O (-1.19488, 3.02297, -0.22272)
N (-0.36721, 4.73266, 1.10063)
C (-0.38677, 5.40590, 2.38269)
C (0.51618, 5.22710, 0.06502)
H (-1.79393, 3.34574, 1.69043)
H (-0.68014, 6.44839, 2.23038)
H (0.61550, 5.36576, 2.81870)
H (-1.09499, 4.93003, 3.06686)
H (-0.08082, 5.50726, -0.80796)
H (1.20836, 4.43008, -0.22256)
H (1.07984, 6.09418, 0.41969)
C (8.13364, 4.21859, 4.54780)
O (7.21738, 4.57404, 3.81754)
N (8.77554, 2.99973, 4.49061)
C (9.85409, 2.65464, 5.39336)
C (8.35945, 2.03211, 3.49668)
H (8.52797, 4.87770, 5.33850)
H (10.75247, 2.44311, 4.80666)
H (9.56840, 1.76526, 5.96225)
H (10.06354, 3.47296, 6.08805)
H (8.48061, 2.46993, 2.50138)
H (7.30249, 1.79545, 3.65121)
H (8.95621, 1.11920, 3.57285)

HOMO-LUMO gap = 0.274 hartree
HOMO level = -7.477 eV
LUMO level = -0.0216 eV

Mulliken atomic charge list, values in e, 4 entries: atom 1 (C): -0.73, atom 2 (C): -0.20, atom 3 (C): 0.78, atom 4 (P): 0.36

=====

(2)
ORCA calculation (ωB97M-V/def2-TZVPD) on C43H54BrN3P2Ti as an isolated structure.

Positions of all 104 atoms, in Å:
Ti (-0.13518, -0.22608, 0.26072)
C (3.27572, -2.39720, 3.31877)
C (1.80557, -2.42151, 2.89408)
C (1.13483, -3.71194, 3.38320)
P (1.58405, -2.09552, 1.07945)
C (1.83748, -3.66006, 0.16755)
C (3.10526, -4.45889, 0.48464)
C (1.68031, -3.43970, -1.33975)
C (2.85476, -0.85874, 0.76396)
C (4.12222, -1.00084, 0.20737)
C (4.94642, 0.09910, 0.01757)
C (6.31840, -0.04951, -0.58384)
C (4.46557, 1.35714, 0.40485)
C (3.20609, 1.51530, 0.94789)
C (2.38921, 0.40162, 1.13711)
N (1.03688, 0.50216, 1.63710)
C (0.78291, 1.32484, 2.76212)
C (1.78205, 1.68250, 3.66607)
C (1.47875, 2.46726, 4.76510)
C (0.18164, 2.91682, 5.01625)
C (-0.14854, 3.74395, 6.23299)
C (-0.80431, 2.53533, 4.11905)
C (-0.52258, 1.75247, 2.99759)
P (-1.74848, 0.95446, 1.94543)
C (-3.10645, 2.12402, 1.43969)
C (-3.38368, 2.10196, -0.06010)
C (-2.94120, 3.56618, 1.92667)
C (-2.54407, -0.25020, 3.11021)
C (-3.62169, 0.35285, 4.01259)
C (-1.46920, -0.90853, 3.97604)
H (3.31607, -2.51588, 4.40344)
H (3.84820, -3.21403, 2.87898)
H (3.77168, -1.46047, 3.06961)
H (1.32039, -1.56607, 3.36415)
H (1.63361, -4.59742, 2.98888)
H (1.21287, -3.75967, 4.47087)
H (0.08149, -3.78686, 3.13110)
H (0.97289, -4.24528, 0.50210)
H (4.01767, -3.91188, 0.25306)
H (3.15798, -4.77339, 1.52351)
H (3.10689, -5.36239, -0.12807)
H (2.52075, -2.86797, -1.74274)
H (1.67131, -4.40339, -1.85105)
H (0.74505, -2.93253, -1.58605)
H (4.48416, -1.97695, -0.08735)
H (6.58092, -1.09629, -0.72832)
H (6.37423, 0.44710, -1.55446)
H (7.07520, 0.40469, 0.05687)
H (5.09839, 2.22853, 0.27350)
H (2.85474, 2.50002, 1.23455)
H (2.79928, 1.34370, 3.51496)
H (2.27406, 2.73437, 5.45232)
H (0.71761, 4.31022, 6.57292)
H (-0.95322, 4.44958, 6.02689)
H (-0.47143, 3.11083, 7.06200)
H (-1.82052, 2.85077, 4.31357)
H (-3.97880, 1.69898, 1.93335)
H (-2.56992, 2.57093, -0.61284)
H (-3.52884, 1.09456, -0.44687)
H (-4.29022, 2.67492, -0.26230)
H (-1.94539, 3.97176, 1.74094)
H (-3.65882, 4.19218, 1.39417)
H (-3.14592, 3.67429, 2.98956)
H (-2.99860, -0.99679, 2.45920)
H (-3.25949, 1.22526, 4.56051)
H (-4.53050, 0.62562, 3.47918)
H (-3.90433, -0.39354, 4.75812)
H (-1.16112, -0.23767, 4.77996)
H (-1.86604, -1.81980, 4.42789)
H (-0.57316, -1.16569, 3.41751)
C (-2.31734, 1.12318, -3.64643)
C (-3.00358, -0.03831, -3.96462)
C (-2.90791, -1.11791, -3.11196)
C (-2.12591, -1.02709, -1.96833)
N (-1.45653, 0.09748, -1.65624)
C (-1.56712, 1.14341, -2.49446)
C (-2.03183, -2.11451, -0.97593)
C (-2.53123, -3.38684, -1.26985)
C (-2.58865, -4.36538, -0.29842)
C (-2.16158, -4.06497, 0.99117)
C (-1.62175, -2.82168, 1.26180)
C (-1.49962, -1.81961, 0.29045)
H (-2.36723, 2.00486, -4.26958)
H (-3.61432, -0.09716, -4.85633)
H (-3.45795, -2.02292, -3.32041)
H (-1.04770, 2.04645, -2.22745)
H (-2.89090, -3.61842, -2.26355)
H (-2.98166, -5.34544, -0.53544)
H (-2.23640, -4.80564, 1.77871)
H (-1.27724, -2.63230, 2.26317)
C (0.60758, 5.52962, -0.33372)
C (0.90059, 4.15117, -0.86452)
C (1.72491, 3.92688, -1.96338)
C (1.97882, 2.63810, -2.40716)
C (1.36894, 1.61590, -1.71709)
Br (1.61344, -0.19219, -2.19299)
N (0.56848, 1.78567, -0.67881)
C (0.34949, 3.03577, -0.25360)
H (1.12481, 6.29190, -0.91269)
H (0.92396, 5.62334, 0.70616)
H (-0.46144, 5.74364, -0.37395)
H (2.18024, 4.76707, -2.47512)
H (2.62673, 2.43550, -3.24824)
H (-0.27675, 3.13780, 0.62444)

HOMO-LUMO gap (alpha / beta) = 0.240 / 0.240 hartree
total charge = +2
energy above the lowest of the compared OMol25 structures with the same formula, charge and spin = 0.694 eV
HOMO level (alpha / beta) = -12.493 / -12.493 eV
LUMO level (alpha / beta) = -5.9552 / -5.9562 eV

Mulliken atomic charge list, values in e, 4 entries: atom 1 (Ti): -1.15, atom 2 (C): -1.55, atom 3 (C): 0.69, atom 4 (C): -1.34

=====

(3)
ORCA calculation (ωB97M-V/def2-TZVPD) on C4H3LiO6Tb as an isolated structure at a distorted geometry.

Positions of all 15 atoms, in Å:
O (3.81029, -0.96767, 0.53624)
C (2.81986, -0.19179, 0.37108)
O (3.01739, 0.99494, -0.02903)
O (1.62157, -0.67114, 0.59582)
C (0.53009, 0.18744, 0.77458)
O (-1.67669, 0.65093, 0.22085)
C (-2.71709, 0.46110, -0.65110)
C (-0.66071, -0.26786, 0.30384)
O (-2.76987, -0.57769, -1.33895)
O (-3.59664, 1.34597, -0.61188)
Tb (5.57095, 0.59793, -0.14880)
Li (-4.51276, 0.26187, -2.04710)
H (0.72179, 1.23704, 0.99554)
H (-0.70227, -1.09616, -0.40870)
H (-1.45591, -1.96490, 1.43761)

multiplicity = 7
HOMO-LUMO gap (alpha / beta) = 0.250 / 0.182 hartree
total charge = +1
energy above the lowest of the compared OMol25 structures with the same formula, charge and spin = 0.000 eV
HOMO level (alpha / beta) = -11.062 / -10.642 eV
LUMO level (alpha / beta) = -4.2650 / -5.6894 eV

Mulliken atomic charge list, values in e, 4 entries: atom 1 (O): -0.86, atom 2 (C): 1.28, atom 3 (O): -0.84, atom 4 (O): -0.24

=====

(4)
ORCA calculation (ωB97M-V/def2-TZVPD) on one molecule with the formula C4H8OS at a distorted geometry.

Positions of all 14 atoms, in Å:
C (1.74051, -2.41572, -0.72137)
S (0.80892, -1.01570, -0.81670)
O (1.46112, 0.13574, -1.44731)
C (-0.47613, -0.51955, 0.08675)
C (-1.11771, 0.91767, 0.11583)
C (-0.60641, 1.93102, 1.14600)
H (2.47218, -2.49342, -1.55365)
H (1.39416, -3.44214, -0.42431)
H (-1.02251, -1.42467, 0.32404)
H (-1.04951, 1.30612, -0.94080)
H (-2.18146, 0.63389, 0.23341)
H (-0.24812, 1.33850, 1.99974)
H (-1.42529, 2.59959, 1.38764)
H (0.25026, 2.44866, 0.61073)

HOMO-LUMO gap = 0.305 hartree
energy above the lowest of the compared OMol25 structures with the same formula, charge and spin = 4.546 eV
HOMO level = -8.241 eV
LUMO level = 0.0587 eV
SMILES = C=S(=O)=CCC

natural (NBO) atomic charge list, values in e, 4 entries: atom 1 (C): -0.93, atom 2 (S): 1.68, atom 3 (O): -0.91, atom 4 (C): -0.65

=====

(5)
ORCA calculation (ωB97M-V/def2-TZVPD) on one molecule with the formula C13H9N5 at a distorted geometry.

Positions of all 27 atoms, in Å:
C (-3.41286, -1.81044, 1.82219)
C (-3.48664, -0.67096, 1.18521)
C (-2.37710, -0.13755, 0.55979)
C (-1.06807, -0.70943, 0.67754)
N (0.12355, -0.03572, 0.39170)
N (0.21060, 1.02200, -0.49804)
C (1.47146, 1.37265, -0.36962)
C (2.13385, 0.72860, 0.69776)
C (3.41101, 1.09509, 1.17629)
C (4.12982, 2.12120, 0.41785)
C (3.33165, 2.79474, -0.52505)
C (3.68054, 3.86655, -1.26412)
N (2.70307, 4.09873, -2.16691)
N (1.70243, 3.22760, -1.91626)
C (2.09444, 2.44198, -0.91873)
N (1.26111, -0.27556, 1.09470)
C (-0.99784, -1.89558, 1.30024)
C (-2.15993, -2.38194, 1.98757)
H (-4.24849, -2.23252, 2.17410)
H (-4.30448, -0.10534, 0.95088)
H (-2.44118, 0.84681, 0.17653)
H (3.73896, 0.42354, 1.96950)
H (5.15453, 2.33591, 0.44344)
H (4.47701, 4.47323, -1.02883)
H (1.33496, -0.46476, 2.05928)
H (-0.10020, -2.51537, 1.46785)
H (-2.07443, -3.32569, 2.42292)

HOMO-LUMO gap = 0.227 hartree
energy above the lowest of the compared OMol25 structures with the same formula, charge and spin = 1.860 eV
HOMO level = -7.611 eV
LUMO level = -1.4334 eV
SMILES = c1ccc(-n2nc3c(ccc4cnnc43)[nH]2)cc1

natural (NBO) atomic charge list, values in e, 4 entries: atom 1 (C): -0.21, atom 2 (C): -0.19, atom 3 (C): -0.18, atom 4 (C): 0.11

=====

(6)
ORCA calculation (ωB97M-V/def2-TZVPD) on C4H6FFeO4 as an isolated structure at a distorted geometry.

Positions of all 16 atoms, in Å:
C (-4.06617, -1.20786, 0.78663)
O (-3.90364, -0.25794, -0.23831)
H (-5.04332, -1.11390, 1.29244)
H (-4.00150, -2.20494, 0.33301)
H (-3.27238, -1.10306, 1.54790)
C (-6.64215, 3.17532, 0.45621)
O (-6.79370, 1.81107, 0.42762)
C (-5.96256, 1.03308, -0.37229)
C (-4.48580, 1.04120, 0.01969)
O (-5.53426, 3.67219, 0.30181)
O (-7.74488, 3.74891, 0.70205)
F (-6.09425, 1.44723, -1.68841)
H (-6.37561, 0.01770, -0.31813)
H (-4.39346, 1.26636, 1.09547)
H (-3.93793, 1.74264, -0.61688)
Fe (-8.19407, 5.35338, 1.34499)

multiplicity = 7
HOMO-LUMO gap (alpha / beta) = 0.283 / 0.090 hartree
total charge = +1
energy above the lowest of the compared OMol25 structures with the same formula, charge and spin = 2.579 eV
HOMO level (alpha / beta) = -12.787 / -12.762 eV
LUMO level (alpha / beta) = -5.0889 / -10.3036 eV

natural (NBO) atomic charge list, values in e, 4 entries: atom 1 (C): -0.26, atom 2 (O): -0.52, atom 3 (H): 0.16, atom 4 (H): 0.21